Molecular formula: C2HCl2NO2
Method: DFT, ωB97M-V/def2-TZVPD

- LUMO level (spin up / spin down) (eV) = -1.86 / -1.85
- relative energy (zero: lowest compared OMol25 entry of this formula, charge and spin) (kcal/mol) = 51.83
- orbital gap (spin up / spin down) (eV) = 9.05 / 7.89
- E_HOMO (spin up / spin down) (eV) = -10.91 / -9.74

Last column: Löwdin charge in e.
Cartesian coordinates (Å):
1 C 0.25 -0.19 -1.12  -0.278
2 C 0.26 0.91 -0.27  -0.711
3 N 0.24 -1.06 -1.85  0.210
4 O 1.26 2.43 0.99  -0.102
5 O 1.37 1.51 0.05  -0.063
6 Cl -1.52 -2.03 0.80  0.252
7 Cl -1.23 1.45 0.30  0.840
8 H -0.63 -3.02 1.10  -0.149